Entry 1:
Formula: C27H26N3O5S5SbTi
Source: the OMol25 dataset
Level of theory: ωB97M-V/def2-TZVPD

The highest occupied orbital energy (spin up / spin down) is -0.244 / -0.248 eV. As for the multiplicity: 1. The total charge is -2. For the lowest unoccupied orbital energy (spin up / spin down), the calculation gives 4.087 / 4.087 eV. For the orbital gap (spin up / spin down), the calculation gives 0.1592 / 0.1593 hartree.

Last column: natural (NBO) charge in e.
Positions of all 68 atoms, in Å:
Sb: -0.298 3.099 -1.683  1.148
Ti: 0.883 -0.517 -0.164  1.635
S: 3.527 -1.052 1.978  -0.383
S: 5.170 4.282 3.807  -0.310
S: 2.601 1.269 -0.503  -0.319
S: 4.490 1.387 3.397  0.478
S: 3.742 3.232 1.398  0.478
O: -0.797 -1.309 3.476  -0.640
O: 0.318 -0.140 -1.907  -0.803
O: 0.644 1.839 2.766  -0.501
O: 0.360 -0.167 -6.681  -0.517
O: 1.942 -1.884 -0.702  -0.681
N: -1.906 0.898 0.589  -0.393
N: 0.292 -0.232 1.745  -0.831
N: -0.405 -2.249 0.164  -0.511
C: 0.722 -0.734 -3.031  0.371
C: 1.471 -1.950 -3.019  -0.225
C: 1.093 3.335 -3.305  -1.008
C: 2.770 -3.816 -1.826  -0.661
C: 1.693 -2.548 -4.285  -0.181
C: 2.003 -2.525 -1.832  0.251
C: -1.359 1.570 1.595  0.123
C: -3.034 1.359 0.064  0.039
C: -0.038 1.073 2.133  0.685
C: 0.376 -0.126 -4.248  -0.371
C: -0.576 -4.592 -0.256  -0.240
C: -0.365 -3.791 2.000  -0.224
C: -0.330 -2.521 1.485  0.126
C: 0.679 -0.718 -5.452  0.260
C: 4.492 3.028 2.916  -0.576
C: 3.367 1.566 1.045  -0.448
C: -0.286 -1.288 2.363  0.665
C: -0.535 -3.271 -0.702  -0.002
C: -1.908 2.737 2.122  -0.205
C: -3.081 3.213 1.569  -0.182
C: -3.662 2.510 0.517  -0.266
C: -1.948 2.430 -2.934  -1.027
C: -0.470 -4.860 1.099  -0.209
C: 1.321 -1.962 -5.468  -0.304
C: 0.038 1.203 -6.675  -0.248
C: -0.999 5.159 -1.854  -1.031
C: 3.725 0.653 1.995  -0.372
H: -4.578 2.848 0.049  0.207
H: 1.794 4.127 -3.042  0.224
H: -1.390 3.242 2.924  0.244
H: 1.656 2.415 -3.451  0.244
H: -0.945 1.390 -6.229  0.166
H: -0.161 0.810 -4.194  0.218
H: 0.555 3.605 -4.215  0.197
H: 1.530 -2.439 -6.418  0.202
H: 0.783 1.786 -6.123  0.184
H: -3.446 0.790 -0.763  0.194
H: -2.066 1.350 -2.862  0.227
H: -1.845 5.313 -1.184  0.209
H: 3.067 -4.030 -0.800  0.240
H: -0.294 -3.925 3.070  0.234
H: -0.473 -5.882 1.458  0.200
H: -1.772 2.710 -3.975  0.204
H: -3.535 4.124 1.941  0.206
H: 3.679 -3.772 -2.439  0.197
H: 2.172 -4.658 -2.195  0.190
H: 2.214 -3.497 -4.319  0.198
H: 0.019 1.524 -7.716  0.176
H: -0.633 -3.015 -1.748  0.220
H: -0.676 -5.390 -0.980  0.205
H: -1.307 5.374 -2.879  0.201
H: -0.204 5.848 -1.569  0.216
H: -2.861 2.915 -2.585  0.209

---

Entry 2:
Formula: CH4NO2P
Source: the OMol25 dataset
Level of theory: ωB97M-V/def2-TZVPD

The highest occupied orbital energy is -9.327 eV. As for the multiplicity: 1. For the lowest unoccupied orbital energy, the calculation gives 0.828 eV. For the orbital gap, the calculation gives 0.3732 hartree.

Last column: natural (NBO) charge in e.
Positions of all 9 atoms, in Å:
P: -0.974 0.425 0.267  1.431
O: 0.221 -0.410 1.308  -0.777
O: -0.308 -0.744 -0.781  -0.792
N: -0.146 1.826 -0.334  -1.169
C: 0.329 -1.379 0.327  0.226
H: 0.253 1.550 -1.279  0.413
H: 1.366 -1.760 0.010  0.142
H: -0.602 2.670 -0.251  0.388
H: -0.139 -2.177 0.733  0.138

---

Entry 3:
Formula: C2N2O4S
Source: the OMol25 dataset
Level of theory: ωB97M-V/def2-TZVPD

The highest occupied orbital energy is -2.598 eV. As for the multiplicity: 1. The total charge is -2. For the lowest unoccupied orbital energy, the calculation gives 4.563 eV. For the orbital gap, the calculation gives 0.2632 hartree.

Last column: natural (NBO) charge in e.
Positions of all 9 atoms, in Å:
S: 2.458 -6.513 -1.216  1.675
O: 1.680 -5.740 -2.127  -0.963
O: 3.720 -5.896 -0.757  -0.962
O: 1.204 -6.559 0.332  -0.733
O: -2.193 9.857 -0.473  -0.796
N: 1.982 -6.100 2.542  -0.591
N: -4.298 10.714 0.340  -0.794
C: 1.723 -6.255 1.433  0.574
C: -3.300 10.253 -0.045  0.590

---

Entry 4:
Formula: C4H9NO
Source: the OMol25 dataset
Level of theory: ωB97M-V/def2-TZVPD

The highest occupied orbital energy is -7.145 eV. As for the multiplicity: 1. For the lowest unoccupied orbital energy, the calculation gives -0.898 eV. For the orbital gap, the calculation gives 0.2296 hartree.

Last column: natural (NBO) charge in e.
Positions of all 15 atoms, in Å:
O: 0.947 -0.993 -0.706  -0.992
N: -1.424 -0.114 1.045  -0.434
C: 2.115 -0.788 -1.467  -0.218
C: -0.843 -1.254 1.331  0.062
C: -1.098 2.115 0.307  -0.391
C: -0.873 0.804 0.092  -0.096
H: 2.430 0.285 -1.495  0.123
H: -1.719 2.448 1.189  0.184
H: 2.940 -1.446 -1.135  0.143
H: -0.093 0.251 -0.553  0.343
H: -0.091 -1.449 0.552  0.325
H: 1.922 -0.980 -2.577  0.126
H: -0.698 2.844 -0.362  0.223
H: -1.357 -1.880 2.085  0.198
H: -2.160 0.156 1.695  0.404

---

Entry 5:
Formula: C6H5NO3
Source: the OMol25 dataset
Level of theory: ωB97M-V/def2-TZVPD

The highest occupied orbital energy is -9.456 eV. As for the multiplicity: 1. For the lowest unoccupied orbital energy, the calculation gives -0.130 eV. For the orbital gap, the calculation gives 0.3427 hartree.

Last column: natural (NBO) charge in e.
Positions of all 15 atoms, in Å:
O: 2.991 0.604 0.363  -0.372
O: 2.694 -1.434 -0.307  -0.351
O: 1.041 2.055 -0.131  -0.639
N: 2.309 -0.390 0.068  0.534
C: 0.839 -0.255 -0.015  -0.003
C: -1.964 -0.120 0.059  -0.154
C: -1.338 -1.362 0.071  -0.254
C: 0.029 -1.389 0.027  -0.181
C: -1.160 1.047 -0.041  -0.297
C: 0.250 0.959 -0.103  0.312
H: 0.439 -2.402 -0.046  0.245
H: -1.767 1.967 -0.104  0.223
H: 0.553 2.894 -0.244  0.490
H: -1.894 -2.276 0.208  0.225
H: -3.022 0.102 0.194  0.221

---

Entry 6:
Formula: C4H9N3O2S
Source: the OMol25 dataset
Level of theory: ωB97M-V/def2-TZVPD

The highest occupied orbital energy (spin up / spin down) is -9.678 / -9.678 eV. As for the multiplicity: 1. For the lowest unoccupied orbital energy (spin up / spin down), the calculation gives -1.841 / -1.842 eV. For the orbital gap (spin up / spin down), the calculation gives 0.2880 / 0.2880 hartree.

Last column: natural (NBO) charge in e.
Positions of all 19 atoms, in Å:
S: -1.466 -0.979 -0.066  2.233
O: -2.194 -0.709 -1.292  -0.913
O: -0.897 -2.310 0.093  -0.907
N: 0.753 0.245 -0.312  -0.009
N: -2.506 2.777 -0.040  -0.538
N: -0.294 0.108 0.351  -0.304
C: -1.682 2.007 -0.094  -0.054
C: 1.897 0.785 0.378  -0.418
C: -2.743 -0.754 1.110  -0.868
C: 0.659 -0.016 -1.782  -0.434
H: 2.690 0.700 -0.220  0.212
H: -3.472 -1.450 0.736  0.267
H: 1.620 1.831 0.698  0.252
H: 1.654 -0.390 -2.112  0.222
H: 2.027 0.080 1.298  0.239
H: -2.366 -0.937 2.149  0.247
H: -3.181 0.212 0.958  0.288
H: -0.076 -0.756 -1.789  0.229
H: 0.325 0.931 -2.300  0.257

---

Values of E, in order: -4665.741648; -587.085602; -884.962671; -287.634847; -511.993858; -870.535516, all in Eh.
Values of relative energy (zero: lowest compared OMol25 entry of this formula, charge and spin), in order: 33.1; 103.3; 0.0; 518.8; 381.4; 569.3, all in kJ/mol.
Values of strongest force on any atom, in order: 1.45; 4.90; 3.16; 2.79; 3.71; 5.33, all in eV Å⁻¹.